{"formula": "C69H173N11O23", "method": "ωB97M-V/def2-TZVPD", "charge": 0, "multiplicity": 1, "de_lowest_kj_mol": 112.7, "smiles": "COCCNCCOC.COCCNCCOC.COCCNCCOC.COCCNCCOC.COCCNCCOC.COCCNCCOC.COCCNCCOC.COCCNCCOC.COCCNCCOC.COCCNCCOC.COCCNCCOC.CC(C)O", "e_lumo_ev": 0.54, "homo_lumo_gap_ev": 8.8011, "elements": ["C", "O", "C", "C", "N", "C", "C", "O", "C", "H", "H", "H", "H", "H", "H", "H", "H", "H", "H", "H", "H", "H", "H", "H", "C", "O", "C", "C", "N", "C", "C", "O", "C", "H", "H", "H", "H", "H", "H", "H", "H", "H", "H", "H", "H", "H", "H", "H", "C", "O", "C", "C", "N", "C", "C", "O", "C", "H", "H", "H", "H", "H", "H", "H", "H", "H", "H", "H", "H", "H", "H", "H", "C", "O", "C", "C", "N", "C", "C", "O", "C", "H", "H", "H", "H", "H", "H", "H", "H", "H", "H", "H", "H", "H", "H", "H", "C", "O", "C", "C", "N", "C", "C", "O", "C", "H", "H", "H", "H", "H", "H", "H", "H", "H", "H", "H", "H", "H", "H", "H", "C", "O", "C", "C", "N", "C", "C", "O", "C", "H", "H", "H", "H", "H", "H", "H", "H", "H", "H", "H", "H", "H", "H", "H", "C", "O", "C", "C", "N", "C", "C", "O", "C", "H", "H", "H", "H", "H", "H", "H", "H", "H", "H", "H", "H", "H", "H", "H", "C", "O", "C", "C", "N", "C", "C", "O", "C", "H", "H", "H", "H", "H", "H", "H", "H", "H", "H", "H", "H", "H", "H", "H", "C", "O", "C", "C", "N", "C", "C", "O", "C", "H", "H", "H", "H", "H", "H", "H", "H", "H", "H", "H", "H", "H", "H", "H", "C", "O", "C", "C", "N", "C", "C", "O", "C", "H", "H", "H", "H", "H", "H", "H", "H", "H", "H", "H", "H", "H", "H", "H", "C", "O", "C", "C", "N", "C", "C", "O", "C", "H", "H", "H", "H", "H", "H", "H", "H", "H", "H", "H", "H", "H", "H", "H", "C", "C", "C", "O", "H", "H", "H", "H", "H", "H", "H", "H"], "positions_angstrom": [[3.51566, 8.17835, -1.44444], [3.43510, 7.37160, -0.27927], [4.19309, 7.84325, 0.86882], [3.97242, 6.71500, 1.93664], [4.52418, 5.46400, 1.43207], [4.11495, 4.32176, 2.24581], [4.62605, 3.02493, 1.55358], [4.00911, 2.97810, 0.27844], [4.39328, 1.76658, -0.38559], [2.99303, 7.70253, -2.27423], [4.52134, 8.30844, -1.84418], [3.11122, 9.19037, -1.46282], [3.74964, 8.81381, 1.09127], [5.22820, 7.93700, 0.54043], [2.89799, 6.64370, 2.10577], [4.36365, 7.06184, 2.89305], [4.36035, 5.32778, 0.44479], [3.03206, 4.21300, 2.30616], [4.53810, 4.32895, 3.25030], [4.35947, 2.16790, 2.17207], [5.71335, 3.09905, 1.53348], [3.94263, 1.67764, -1.37407], [3.97939, 0.91213, 0.14987], [5.47232, 1.62355, -0.44283], [10.04054, 2.38558, 2.98426], [9.33170, 2.55703, 1.75682], [9.51572, 3.86972, 1.17779], [8.20633, 4.26513, 0.45276], [8.49571, 5.16033, -0.72333], [7.31126, 5.32039, -1.60078], [6.94862, 4.04885, -2.36414], [6.02169, 4.17507, -3.40533], [4.72077, 4.58188, -2.90528], [9.69034, 3.09831, 3.73090], [11.07319, 2.65150, 2.75833], [9.96693, 1.35499, 3.33150], [10.38534, 3.76705, 0.52869], [9.77195, 4.63495, 1.91049], [7.53280, 4.71658, 1.18122], [7.70408, 3.33666, 0.18116], [9.27576, 4.76922, -1.23192], [7.65335, 6.04392, -2.34075], [6.43130, 5.73780, -1.11135], [6.52279, 3.30383, -1.69205], [7.86493, 3.56328, -2.69984], [4.74805, 5.45057, -2.24746], [4.20333, 3.81609, -2.32741], [4.07472, 4.83733, -3.74520], [-0.49043, -4.16979, -8.67029], [0.23567, -4.20416, -7.47553], [1.12083, -3.07690, -7.26934], [0.38977, -1.82285, -6.72508], [-0.18131, -2.22151, -5.43429], [-1.16590, -1.23562, -5.09011], [-1.89409, -1.65128, -3.76869], [-2.28828, -2.96687, -3.83151], [-2.89940, -3.36546, -2.61532], [-1.09949, -3.26582, -8.67098], [-1.24595, -4.95534, -8.68423], [0.14723, -4.28929, -9.54620], [1.63075, -2.79147, -8.18945], [1.93781, -3.39949, -6.62390], [-0.39819, -1.55069, -7.42732], [1.00969, -0.95594, -6.49642], [-0.73058, -3.06814, -5.47451], [-1.92910, -1.10029, -5.85648], [-0.63794, -0.28753, -4.98778], [-2.86968, -1.18588, -3.62823], [-1.23453, -1.55211, -2.90658], [-3.01811, -4.44813, -2.57267], [-3.90061, -2.93493, -2.59750], [-2.34957, -3.16870, -1.69495], [1.26626, -2.14865, -11.31207], [0.21615, -1.35196, -10.69351], [-0.11133, -0.13343, -11.37369], [-1.04349, 0.76012, -10.57793], [-0.33822, 1.33362, -9.46539], [-1.21195, 2.13595, -8.55817], [-0.48543, 2.47342, -7.21281], [0.23817, 1.38350, -6.60510], [1.05968, 1.72491, -5.46597], [0.88164, -2.67745, -12.18415], [1.67505, -2.81905, -10.55605], [2.09962, -1.47610, -11.51526], [-0.61073, -0.46298, -12.28478], [0.83599, 0.36543, -11.57822], [-1.89032, 0.17873, -10.21329], [-1.40762, 1.54587, -11.23982], [0.12332, 0.64417, -8.88943], [-2.11635, 1.57987, -8.31127], [-1.47800, 3.02268, -9.13351], [-1.08815, 2.97877, -6.45819], [0.22557, 3.24698, -7.50297], [1.74774, 0.88665, -5.35654], [0.55460, 1.88008, -4.51260], [1.62258, 2.62815, -5.70138], [-9.17822, -4.68067, -4.72920], [-8.18997, -4.95411, -3.79616], [-8.00885, -3.93244, -2.75917], [-6.78695, -4.30528, -1.83779], [-6.78406, -3.48195, -0.61504], [-5.82062, -3.92869, 0.37155], [-5.74259, -2.98666, 1.57524], [-5.21760, -1.68104, 1.29147], [-5.36666, -0.70444, 2.28999], [-10.13046, -4.59179, -4.20630], [-9.17017, -5.46278, -5.48838], [-8.92765, -3.72789, -5.19560], [-8.94075, -3.88294, -2.19595], [-7.88586, -2.95086, -3.21683], [-5.84732, -4.32694, -2.38983], [-7.01828, -5.32133, -1.51809], [-6.83096, -2.48159, -0.74606], [-4.83694, -3.82679, -0.08681], [-5.95082, -4.93097, 0.77968], [-5.16159, -3.40236, 2.39848], [-6.69287, -2.90523, 2.10292], [-6.37856, -0.39134, 2.54715], [-4.79216, 0.20718, 2.12568], [-5.00238, -1.13140, 3.22439], [1.02065, 3.04030, 10.11074], [1.15664, 1.76349, 9.48127], [1.43476, 0.67573, 10.32995], [1.89028, -0.48102, 9.49128], [0.81171, -0.68874, 8.48601], [1.14727, -1.53846, 7.37148], [-0.00265, -1.56853, 6.38569], [-0.30016, -0.16907, 5.98085], [-1.22384, -0.09475, 4.92646], [1.94831, 3.61075, 10.15685], [0.50700, 2.97016, 11.06957], [0.37638, 3.73407, 9.57064], [0.54903, 0.32533, 10.85987], [2.11511, 1.05944, 11.09021], [2.16606, -1.42237, 9.96654], [2.77117, -0.12460, 8.95733], [0.06788, -1.25707, 8.86525], [1.25297, -2.54307, 7.78098], [2.09277, -1.28444, 6.89231], [-0.83947, -2.03002, 6.90998], [0.32853, -2.23183, 5.58667], [-1.84787, 0.79859, 4.90127], [-1.92893, -0.92572, 4.94698], [-0.62894, -0.07871, 4.01325], [-2.66324, -3.50458, 2.91873], [-2.36635, -3.57575, 1.54797], [-1.26333, -2.80970, 1.10349], [-1.42781, -1.29197, 1.44256], [-0.33527, -0.39637, 0.94633], [-0.28823, -0.28619, -0.51449], [0.63674, 0.80479, -0.91612], [0.08594, 2.06964, -0.56170], [0.96496, 3.16396, -0.68222], [-1.75153, -3.49434, 3.51604], [-3.18101, -4.39555, 3.27398], [-3.19208, -2.57931, 3.14741], [-1.11950, -2.91037, 0.02772], [-0.29901, -3.14691, 1.48361], [-1.53277, -1.23374, 2.52592], [-2.36682, -0.94206, 1.01370], [-0.34673, 0.54425, 1.31404], [-1.27079, -0.11812, -0.95543], [0.02793, -1.26192, -0.88339], [0.76172, 0.80342, -1.99892], [1.62818, 0.66601, -0.48496], [0.43372, 4.06957, -0.97505], [1.75090, 3.07309, -1.43199], [1.45360, 3.42623, 0.25615], [0.88396, -3.77722, -2.22353], [1.14641, -3.45340, -0.82865], [2.47624, -3.43920, -0.46595], [2.65642, -2.94151, 0.96401], [2.58940, -1.46813, 1.07194], [3.19444, -0.90050, 2.25663], [2.39166, -1.29486, 3.56798], [2.66486, -2.64898, 4.07375], [4.00428, -2.94487, 4.50934], [-0.18486, -3.98999, -2.24446], [1.44635, -4.62545, -2.61383], [1.12276, -2.92933, -2.86553], [3.07286, -2.87920, -1.18604], [2.79557, -4.48067, -0.50438], [3.65415, -3.24712, 1.27901], [1.91229, -3.45995, 1.56867], [1.62814, -1.15826, 1.08016], [3.15922, 0.18673, 2.18747], [4.26590, -1.04438, 2.39583], [1.30508, -1.22319, 3.52006], [2.58414, -0.54232, 4.33267], [4.09829, -2.38189, 5.43796], [4.76373, -2.62769, 3.79468], [4.16910, -3.99770, 4.73839], [-5.48003, 7.77395, -0.01988], [-4.55806, 7.11887, -0.88018], [-3.66111, 6.29502, -0.16515], [-2.25135, 6.21708, -0.82086], [-1.63541, 7.55364, -0.84453], [-0.30628, 7.63930, -1.45115], [-0.19702, 7.16536, -2.91573], [-0.31087, 5.72523, -3.04905], [-0.19954, 5.32045, -4.38000], [-6.00228, 7.01989, 0.56898], [-6.06693, 8.44077, -0.65154], [-4.94529, 8.31637, 0.75981], [-4.09214, 5.29395, -0.17856], [-3.61125, 6.48963, 0.90617], [-2.40020, 5.87114, -1.84374], [-1.63788, 5.50416, -0.26996], [-2.22944, 8.20189, -1.34152], [0.45495, 7.13423, -0.85656], [0.02960, 8.67443, -1.38972], [0.73488, 7.50279, -3.36937], [-1.01686, 7.61263, -3.47780], [0.81954, 5.56090, -4.68293], [-0.87252, 5.76030, -5.11603], [-0.33642, 4.24405, -4.48357], [0.92715, -5.60976, 4.06824], [0.07486, -6.72434, 4.43454], [0.44433, -7.94684, 3.83764], [-0.32854, -9.20810, 4.23389], [-1.83539, -9.13253, 4.15351], [-2.30444, -9.27142, 2.77081], [-3.89966, -9.06286, 2.70790], [-4.22967, -7.71893, 2.93749], [-3.92778, -6.83570, 1.93731], [0.74034, -5.43470, 3.00873], [1.99523, -5.78526, 4.19667], [0.75381, -4.71655, 4.66843], [1.51465, -8.11111, 3.96226], [0.35795, -7.79442, 2.76181], [-0.01007, -9.57200, 5.21075], [0.06747, -10.00352, 3.60258], [-2.13432, -8.20624, 4.42320], [-2.02031, -10.27202, 2.44499], [-1.76764, -8.58603, 2.11492], [-4.43404, -9.65515, 3.45068], [-4.32849, -9.46817, 1.79142], [-4.26479, -7.22509, 0.97663], [-2.85621, -6.68169, 1.81028], [-4.37302, -5.86230, 2.14311], [-3.12319, 1.99194, -4.49937], [-3.54915, 1.83496, -3.14477], [-2.82919, 2.74166, -2.25924], [-3.28576, 2.49557, -0.76659], [-2.31598, 3.02441, 0.21195], [-2.76294, 2.79336, 1.60135], [-1.59270, 3.09645, 2.55955], [-0.62640, 2.06842, 2.39562], [0.70550, 2.38852, 2.82952], [-3.48180, 1.07670, -4.97037], [-2.03673, 2.07667, -4.52203], [-3.69993, 2.83068, -4.88923], [-2.91449, 3.77955, -2.58116], [-1.78161, 2.45502, -2.35159], [-3.34484, 1.43392, -0.52677], [-4.25080, 2.95965, -0.56310], [-1.39978, 2.61829, 0.08639], [-3.19113, 1.82011, 1.84122], [-3.51233, 3.57532, 1.72417], [-1.82278, 3.24164, 3.61506], [-1.09765, 4.02078, 2.26181], [1.01280, 3.37614, 2.48562], [1.46000, 1.69500, 2.45822], [0.69984, 2.51673, 3.91194], [-2.42882, -4.92561, 6.12287], [-2.70321, -5.16122, 7.62524], [-1.42443, -5.58348, 8.35432], [-3.02782, -3.85320, 8.11353], [-3.31682, -4.48180, 5.67278], [-2.27540, -5.85141, 5.56840], [-1.59900, -4.27022, 5.85836], [-3.51371, -5.85757, 7.84042], [-1.62865, -5.86739, 9.38669], [-0.66742, -4.80604, 8.25124], [-0.97121, -6.47335, 7.91746], [-3.87508, -3.64205, 7.71456]]}